C3H6N4S | ωB97M-V/def2-TZVPD

Cartesian coordinates (Å):
C (-1.727, 1.474, -0.002)
C (-0.226, 1.740, 0.026)
C (1.904, -1.997, -0.031)
N (0.561, 0.576, 0.087)
N (0.070, -0.559, 0.069)
N (0.498, -1.697, 0.070)
N (-2.200, 0.322, -0.012)
S (-3.365, -0.699, -0.045)
H (-2.324, 2.377, -0.012)
H (0.034, 2.310, -0.877)
H (0.000, 2.376, 0.893)
H (2.342, -1.485, -0.894)
H (2.428, -1.665, 0.870)
H (2.005, -3.073, -0.143)

Spin multiplicity ... 1
Frontier orbital gap (spin up / spin down) ... 7.52 / 7.58 eV
Energy above the lowest of the compared OMol25 structures with the same formula, charge and spin ... 5.651 eV
Total energy ... -19998.68517 eV
Charge ... 0
E_LUMO (spin up / spin down) ... -0.891 / -0.721 eV

---

C32H31N2O3 | ωB97M-V/def2-TZVPD

Cartesian coordinates (Å):
C (-0.377, -3.377, 3.890)
O (-0.015, -2.001, 3.653)
C (-0.989, -1.056, 3.588)
C (-0.533, 0.261, 3.684)
N (0.869, 0.493, 3.775)
C (1.785, -0.198, 3.008)
N (2.984, 0.318, 3.430)
C (4.268, 0.008, 2.889)
C (2.820, 1.305, 4.401)
C (1.501, 1.418, 4.622)
C (-1.435, 1.337, 3.650)
O (-0.860, 2.566, 3.662)
C (-1.670, 3.754, 3.531)
C (-2.820, 1.086, 3.568)
C (-3.260, -0.239, 3.520)
C (-2.372, -1.317, 3.528)
H (0.570, -3.899, 4.037)
H (-1.002, -3.468, 4.791)
H (-0.901, -3.794, 3.017)
H (4.194, -0.754, 2.107)
H (4.728, 0.913, 2.469)
H (4.945, -0.353, 3.676)
H (3.647, 1.847, 4.815)
H (0.961, 2.074, 5.273)
H (-0.959, 4.580, 3.555)
H (-2.211, 3.749, 2.578)
H (-2.373, 3.835, 4.369)
H (-3.526, 1.917, 3.556)
H (-4.330, -0.437, 3.480)
H (-2.734, -2.346, 3.517)
C (6.341, -4.934, 0.854)
C (5.095, -4.138, 0.626)
C (4.104, -4.087, 1.619)
C (2.996, -3.278, 1.459)
C (2.769, -2.547, 0.255)
C (1.648, -1.690, 0.208)
C (1.239, -0.796, -0.814)
C (2.105, -0.199, -1.780)
C (1.606, 0.646, -2.761)
C (0.257, 1.011, -2.723)
O (-0.250, 1.874, -3.689)
C (-0.576, 1.323, -4.932)
C (-1.932, 1.236, -5.250)
C (-2.312, 0.636, -6.443)
C (-1.339, 0.184, -7.339)
C (0.015, 0.309, -7.025)
C (0.409, 0.864, -5.807)
C (-0.614, 0.526, -1.735)
C (-0.129, -0.391, -0.825)
C (3.708, -2.752, -0.809)
C (4.886, -3.451, -0.580)
H (7.101, -4.700, 0.105)
H (6.768, -4.738, 1.843)
H (6.150, -6.012, 0.804)
H (4.228, -4.672, 2.536)
H (2.262, -3.169, 2.263)
H (0.992, -1.720, 1.081)
H (3.179, -0.368, -1.724)
H (2.236, 1.049, -3.556)
H (-2.655, 1.621, -4.534)
H (-3.371, 0.543, -6.676)
H (-1.636, -0.251, -8.288)
H (0.776, -0.015, -7.733)
H (1.459, 0.954, -5.533)
H (-1.654, 0.848, -1.722)
H (-0.799, -0.812, -0.074)
H (3.493, -2.350, -1.797)
H (5.669, -3.488, -1.345)

Spin multiplicity ... 1
Frontier orbital gap ... 5.57 eV
Total energy ... -42800.63202 eV
Charge ... +1
E_LUMO ... -4.943 eV

---

C11H12BBrF6N2O3Sr | ωB97M-V/def2-TZVPD

Cartesian coordinates (Å):
Sr (7.026, 10.356, 4.716)
C (5.001, 16.290, 5.811)
C (6.200, 15.441, 5.414)
C (7.459, 15.731, 5.905)
C (8.587, 15.032, 5.539)
C (8.335, 13.941, 4.727)
Br (9.933, 12.837, 4.228)
N (7.157, 13.563, 4.224)
C (6.133, 14.372, 4.529)
H (5.279, 17.189, 6.436)
H (4.297, 15.680, 6.390)
H (4.560, 16.678, 4.921)
H (7.579, 16.648, 6.523)
H (9.608, 15.226, 5.860)
H (5.217, 14.104, 4.028)
O (2.972, 10.579, 3.878)
O (2.857, 10.792, 2.722)
C (5.010, 12.344, 8.305)
C (6.310, 11.617, 7.990)
O (6.474, 11.575, 6.618)
C (6.225, 10.111, 8.488)
F (6.411, 9.906, 9.824)
F (5.032, 9.616, 8.137)
F (7.223, 9.431, 7.883)
C (7.474, 12.331, 8.723)
F (7.685, 13.514, 8.041)
F (7.319, 12.646, 10.025)
F (8.635, 11.604, 8.690)
H (4.256, 11.783, 7.794)
H (5.077, 13.354, 7.935)
H (4.892, 12.384, 9.392)
B (7.079, 7.408, 5.512)
C (6.067, 7.848, 4.407)
N (5.444, 8.532, 3.714)
H (6.459, 7.465, 6.589)
H (7.977, 8.270, 5.383)
H (7.745, 6.501, 5.210)

Spin multiplicity ... 1
Frontier orbital gap (spin up / spin down) ... 8.54 / 8.57 eV
Energy above the lowest of the compared OMol25 structures with the same formula, charge and spin ... 0.587 eV
Total energy ... -108581.74727 eV
Charge ... 0
E_LUMO (spin up / spin down) ... -1.030 / -1.001 eV

---

C5H27NO11 | ωB97M-V/def2-TZVPD

Cartesian coordinates (Å):
C (0.234, 3.462, 1.140)
C (0.568, 2.659, 2.346)
C (1.026, 1.212, 2.046)
C (-0.098, 0.389, 1.388)
O (-1.096, 0.932, 0.943)
N (-0.192, -0.988, 1.587)
C (0.796, -1.834, 2.181)
O (0.517, -3.008, 2.174)
H (0.811, 4.246, 0.647)
H (-0.782, 3.926, 1.136)
H (-0.019, 2.839, 0.296)
H (-0.323, 2.508, 3.004)
H (1.269, 3.208, 2.984)
H (1.953, 1.194, 1.445)
H (1.196, 0.718, 3.003)
H (-0.965, -1.539, 1.264)
H (1.856, -1.529, 2.416)
O (-3.411, -0.840, 0.930)
H (-3.916, -0.351, 1.603)
H (-3.104, -0.016, 0.490)
O (1.052, -0.875, -2.510)
H (0.657, -1.787, -2.839)
H (1.451, -0.575, -3.340)
O (0.861, 1.668, -2.635)
H (1.670, 1.653, -2.089)
H (0.189, 1.446, -1.972)
O (2.306, -1.296, -0.227)
H (2.279, -2.253, -0.325)
H (1.780, -1.010, -1.051)
O (-0.607, -2.661, -3.215)
H (-0.788, -3.041, -2.297)
H (-1.389, -2.055, -3.294)
O (-1.647, -0.301, -3.356)
H (-0.804, 0.094, -3.590)
H (-1.869, -0.134, -2.440)
O (-3.845, 1.843, -0.062)
H (-3.851, 2.802, -0.111)
H (-3.050, 1.561, -0.506)
O (3.795, -0.323, 1.802)
H (3.408, -0.764, 1.023)
H (4.208, 0.504, 1.553)
O (-0.850, -3.863, -0.873)
H (-0.051, -4.340, -0.601)
H (-1.225, -3.483, -0.072)

Spin multiplicity ... 1
Structure (SMILES) ... CCCC(=O)NC=O.O.O.O.O.O.O.O.O.O
Frontier orbital gap ... 10.26 eV
Energy above the lowest of the compared OMol25 structures with the same formula, charge and spin ... 1.320 eV
Total energy ... -29635.60616 eV
Charge ... 0
E_LUMO ... 0.049 eV